1.
DFT (the ωB97M-V functional and the def2-TZVPD basis) results for a 2-piece molecular cluster, C3H7NO2 overall in a non-equilibrium geometry.

Last column: Mulliken charge in e.
Cartesian coordinates (Å):
C (-1.22, 1.11, -0.15)  -1.03
C (-0.42, 0.25, 0.77)  0.36
N (-0.08, 0.65, 1.93)  -0.72
H (0.44, -0.08, 2.44)  0.25
H (-0.22, -1.02, 0.45)  0.31
H (-0.55, 1.64, -0.84)  0.23
H (-1.92, 0.51, -0.74)  0.28
H (-1.79, 1.86, 0.41)  0.38
C (1.22, -0.92, -0.42)  0.17
O (1.18, -0.45, -1.68)  -0.38
O (0.71, -2.06, -0.15)  -0.62
H (0.65, -1.09, -2.19)  0.35
H (1.99, -0.41, 0.17)  0.43

energy relative to the best compared isomer or geometry (same formula, charge and spin) = 87.2 kcal/mol
charge = 0
LUMO level = 0.023 eV
spin multiplicity = 1

---

2.
DFT (the ωB97M-V functional and the def2-TZVPD basis) results for C4H3N3O2 as an isolated structure in a non-equilibrium geometry.

Last column: Mulliken charge in e.
Cartesian coordinates (Å):
C (-2.06, -0.79, 0.05)  0.37
C (1.37, 0.18, 0.21)  -0.69
C (0.88, 1.46, 0.18)  -0.02
C (-0.80, -0.38, -0.28)  0.00
N (-3.15, -1.13, 0.16)  -0.41
N (0.47, -0.74, -0.09)  0.18
N (-0.43, 1.52, 0.06)  0.30
O (-1.34, 2.33, -0.18)  -0.57
O (0.97, -2.11, -0.03)  -0.38
H (2.33, -0.22, 0.32)  0.48
H (1.34, 2.51, 0.17)  0.40
H (0.41, -2.63, -0.57)  0.36

energy relative to the best compared isomer or geometry (same formula, charge and spin) = 154.7 kcal/mol
charge = 0
LUMO level = -0.777 eV
spin multiplicity = 1

---

3.
DFT (the ωB97M-V functional and the def2-TZVPD basis) results for C39H44CuN6P2 as an isolated structure.

Last column: Mulliken spin population.
Cartesian coordinates (Å):
Cu (-0.92, 0.01, -0.20)  0.00
N (-1.84, -2.23, 1.98)  0.00
C (-1.04, -1.25, 2.55)  0.00
C (-0.73, -1.41, 3.91)  0.00
C (0.10, -0.50, 4.52)  0.00
C (0.60, 0.57, 3.77)  0.00
C (0.24, 0.66, 2.45)  0.01
N (-0.56, -0.24, 1.83)  0.00
C (-2.64, -2.27, 0.83)  0.00
C (-3.60, -3.28, 0.77)  0.00
C (-4.40, -3.38, -0.35)  0.00
C (-4.24, -2.46, -1.38)  0.00
C (-3.27, -1.50, -1.23)  0.00
N (-2.47, -1.39, -0.15)  0.00
H (-2.10, -2.95, 2.64)  0.00
H (-1.15, -2.24, 4.47)  0.00
H (0.35, -0.61, 5.57)  0.00
H (1.25, 1.31, 4.21)  0.00
H (0.57, 1.48, 1.84)  0.01
H (-3.71, -3.98, 1.59)  0.00
H (-5.15, -4.15, -0.41)  0.00
H (-4.84, -2.49, -2.27)  0.00
H (-3.09, -0.76, -2.01)  0.00
C (2.33, 1.93, -0.91)  0.02
N (2.27, 0.47, -1.18)  0.08
P (0.69, -0.14, -1.70)  0.03
C (1.10, -1.73, -2.45)  0.00
C (2.05, -1.89, -3.46)  0.00
C (2.27, -3.14, -4.02)  0.00
C (1.53, -4.23, -3.58)  0.00
C (0.59, -4.09, -2.58)  0.00
C (0.37, -2.84, -2.01)  0.00
C (0.40, 0.93, -3.15)  0.00
C (1.39, 1.37, -4.03)  0.00
C (1.05, 2.10, -5.16)  0.00
C (-0.28, 2.39, -5.42)  0.00
C (-1.27, 1.96, -4.56)  0.00
C (-0.93, 1.24, -3.42)  0.00
P (3.42, -0.39, -0.34)  0.51
C (5.02, -0.20, -1.08)  0.08
C (5.20, 0.53, -2.27)  0.05
C (6.47, 0.66, -2.80)  -0.01
C (7.55, 0.09, -2.15)  0.05
C (7.38, -0.62, -0.96)  -0.02
C (6.12, -0.75, -0.42)  0.07
C (3.03, -2.09, -0.02)  0.07
C (2.09, -2.37, 0.98)  0.04
C (1.80, -3.68, 1.29)  0.00
C (2.47, -4.71, 0.63)  0.03
C (3.42, -4.43, -0.34)  0.00
C (3.71, -3.12, -0.67)  0.01
H (2.17, 2.48, -1.83)  0.00
H (3.31, 2.20, -0.52)  -0.01
H (1.57, 2.22, -0.19)  0.00
H (2.61, -1.04, -3.83)  0.00
H (3.00, -3.25, -4.81)  0.00
H (1.70, -5.20, -4.03)  0.00
H (0.02, -4.94, -2.24)  0.00
H (-0.36, -2.71, -1.22)  0.00
H (2.43, 1.14, -3.85)  0.00
H (1.82, 2.44, -5.83)  0.00
H (-0.55, 2.96, -6.31)  0.00
H (-2.31, 2.18, -4.76)  0.00
H (-1.70, 0.89, -2.74)  0.00
H (4.34, 0.97, -2.77)  0.02
H (6.61, 1.21, -3.72)  0.00
H (8.55, 0.20, -2.56)  0.00
H (8.23, -1.05, -0.46)  0.00
H (5.98, -1.29, 0.51)  0.00
H (1.60, -1.56, 1.50)  -0.02
H (1.08, -3.91, 2.06)  0.00
H (2.26, -5.74, 0.89)  0.00
H (3.93, -5.24, -0.85)  0.00
H (4.45, -2.89, -1.43)  0.00
C (-2.37, 4.83, 0.19)  0.00
C (-2.78, 3.73, 1.17)  0.00
C (-2.59, 4.21, 2.61)  0.00
C (-4.24, 3.33, 0.95)  0.00
N (-1.85, 2.59, 1.02)  0.00
N (-1.90, 1.92, -0.24)  0.00
H (-2.97, 5.73, 0.36)  0.00
H (-2.53, 4.53, -0.84)  0.00
H (-1.32, 5.09, 0.33)  0.00
H (-3.25, 5.05, 2.82)  0.00
H (-1.56, 4.52, 2.77)  0.00
H (-2.83, 3.41, 3.32)  0.00
H (-4.90, 4.18, 1.12)  0.00
H (-4.54, 2.53, 1.63)  0.00
H (-4.44, 3.00, -0.08)  0.00
H (-2.06, 1.89, 1.73)  0.00
H (-1.41, 2.51, -0.91)  0.00
H (-2.86, 1.85, -0.58)  0.00

energy relative to the best compared isomer or geometry (same formula, charge and spin) = 13.6 kcal/mol
charge = +2
⟨S²⟩ = 0.7585
LUMO level (alpha / beta) = -4.758 / -7.358 eV
spin multiplicity = 2

---

4.
DFT (the ωB97M-V functional and the def2-TZVPD basis) results for one molecule with the formula C3H8N2O in a non-equilibrium geometry.

Last column: Mulliken charge in e.
Cartesian coordinates (Å):
O (0.78, 1.03, -1.00)  -0.62
C (0.15, 0.89, 0.03)  0.72
N (-0.39, -0.35, 0.37)  -0.30
C (-0.29, -1.50, -0.53)  -0.48
N (1.07, -1.81, -0.89)  -0.56
C (-0.34, 2.02, 0.88)  -1.16
H (-1.29, -0.22, 0.81)  0.25
H (-0.82, -1.29, -1.46)  0.32
H (-0.78, -2.31, 0.01)  0.38
H (1.63, -2.32, -0.21)  0.22
H (1.50, -0.99, -1.28)  0.27
H (-0.29, 1.73, 1.93)  0.35
H (-1.34, 2.33, 0.58)  0.30
H (0.41, 2.80, 0.76)  0.32

energy relative to the best compared isomer or geometry (same formula, charge and spin) = 15.8 kcal/mol
charge = 0
LUMO level = 0.869 eV
spin multiplicity = 1